{
  "formula": "C2H2N2O",
  "method": "ωB97M-V/def2-TZVPD",
  "symbols": ["C", "N", "N", "C", "O", "H", "H"],
  "positions_angstrom": [[-0.62204, 0.85232, -0.32413], [-0.00057, 0.83898, 0.79817], [0.55999, -0.34065, 1.14175], [0.73978, -1.18648, 0.28505], [1.22598, -2.06135, -0.30961], [-1.04606, -0.02914, -0.94917], [-0.85709, 1.92632, -0.64206]],
  "forces_ev_per_a": [[-1.28, 1.97, -0.23], [-0.47, 1.16, -1.78], [-0.77, -0.47, 1.00], [2.22, -2.37, 0.02], [-0.77, 0.34, -0.33], [1.19, 1.21, 1.11], [-0.11, -1.83, 0.21]],
  "charge": 0,
  "smiles": "C=NN=C=O",
  "multiplicity": 1,
  "gap_ev": 10.50,
  "lumo_ev": 0.4,
  "total_energy_ha": -262.07617
}


{
  "formula": "C16H21Cu2F3N3O3",
  "method": "ωB97M-V/def2-TZVPD",
  "symbols": ["Cu", "Cu", "O", "H", "N", "C", "C", "C", "C", "H", "H", "H", "H", "H", "N", "C", "C", "C", "C", "H", "H", "H", "H", "H", "N", "C", "C", "C", "C", "H", "H", "H", "H", "H", "C", "C", "O", "C", "O", "C", "F", "F", "F", "H", "H", "H", "H", "H"],
  "positions_angstrom": [[-1.29972, -2.26406, 1.79909], [-3.06512, -0.36845, 0.59977], [-0.92465, -0.52419, 0.78122], [-0.29530, -0.28340, 1.47280], [0.90978, -1.64722, -1.78639], [0.42743, -2.90800, -2.02867], [0.42796, -3.13275, -3.37491], [0.96368, -1.95214, -3.98622], [1.25520, -1.06610, -2.98985], [0.93408, -1.17841, -0.89981], [0.15353, -3.56158, -1.21300], [0.13921, -3.99808, -3.94400], [1.17414, -1.80295, -5.03158], [1.67990, -0.07691, -3.02222], [-2.35871, -1.26664, -1.81588], [-3.38206, -1.88179, -1.14891], [-4.42561, -0.95543, -1.07693], [-4.00137, 0.21628, -1.77166], [-2.71421, -0.00674, -2.17179], [-1.47285, -1.70461, -2.06322], [-3.35792, -2.93097, -0.90874], [-5.37860, -1.19945, -0.63282], [-4.59578, 1.08998, -1.97173], [-2.03295, 0.58576, -2.75735], [0.66953, 1.53089, -0.51916], [0.49277, 2.30763, -1.61199], [1.65164, 3.01634, -1.82581], [2.53758, 2.70417, -0.75854], [1.93439, 1.74567, -0.00492], [-0.02969, 0.95150, -0.07097], [-0.41704, 2.29067, -2.18676], [1.76737, 3.64164, -2.69415], [3.54535, 3.07147, -0.65302], [2.29481, 1.23196, 0.87047], [0.83907, 3.01072, 3.54844], [0.29289, 1.62584, 3.60075], [1.39907, 0.69711, 3.55665], [1.12638, -0.57000, 3.60457], [0.03756, -1.06856, 3.66042], [2.42038, -1.39952, 3.43186], [2.14563, -2.68736, 3.54354], [2.91790, -1.17932, 2.20397], [3.33186, -1.07259, 4.34825], [0.06312, 3.76400, 3.64754], [1.34406, 3.20065, 2.59669], [1.60590, 3.13640, 4.31339], [-0.45577, 1.43199, 2.82373], [-0.27485, 1.43656, 4.51789]],
  "forces_ev_per_a": [[0.32, 0.94, -0.29], [0.86, -0.14, -0.42], [-0.94, -1.23, 0.61], [-0.34, 0.42, 0.11], [0.20, 0.15, -0.74], [-0.34, -0.32, 0.58], [0.35, 0.68, -0.72], [0.00, -0.27, 0.14], [-0.17, 0.05, 0.50], [0.06, -0.01, 0.11], [0.02, 0.02, -0.04], [-0.09, -0.25, 0.32], [-0.11, -0.01, -0.03], [-0.01, 0.04, 0.03], [0.12, -0.50, -0.38], [0.47, 0.37, -0.03], [-0.12, -0.41, 0.76], [-0.30, 0.38, 0.53], [0.36, -0.25, -0.62], [-0.06, 0.00, 0.07], [0.02, -0.01, 0.06], [-0.17, 0.21, -0.27], [0.03, 0.09, 0.08], [-0.03, 0.14, 0.05], [0.29, -0.47, 0.90], [0.29, 0.28, -0.50], [-0.74, -0.02, -0.05], [0.47, -0.01, -0.90], [-0.52, 0.05, 0.35], [0.02, 0.04, -0.34], [-0.04, -0.01, 0.03], [0.34, 0.25, 0.18], [-0.03, -0.02, 0.12], [-0.08, -0.06, 0.05], [0.89, 0.32, -0.44], [-1.28, 0.08, 0.65], [0.14, 0.29, -0.14], [0.81, 0.10, -0.39], [-1.02, -0.58, -0.16], [0.26, 0.08, 0.30], [-0.10, -0.30, -0.02], [-0.05, 0.06, 0.17], [-0.16, 0.03, -0.30], [-0.12, -0.08, 0.20], [-0.13, -0.10, -0.03], [-0.22, 0.14, 0.17], [0.51, -0.18, -0.35], [0.33, 0.02, 0.12]],
  "charge": 1,
  "multiplicity": 1,
  "gap_ev": 5.87,
  "lumo_ev": -4.9,
  "total_energy_ha": -4592.56354
}


{
  "formula": "C43H44AsCl3N4OPPdS",
  "method": "ωB97M-V/def2-TZVPD",
  "symbols": ["Pd", "Cl", "C", "C", "C", "Cl", "C", "O", "C", "Cl", "C", "H", "H", "N", "C", "N", "C", "C", "C", "C", "C", "C", "S", "H", "H", "H", "H", "H", "H", "C", "C", "C", "C", "N", "N", "H", "H", "H", "H", "H", "H", "H", "H", "H", "H", "H", "H", "C", "C", "As", "C", "C", "C", "C", "C", "C", "C", "C", "C", "C", "C", "C", "P", "C", "C", "C", "C", "C", "C", "C", "C", "C", "C", "C", "C", "H", "H", "H", "H", "H", "H", "H", "H", "H", "H", "H", "H", "H", "H", "H", "H", "H", "H", "H", "H", "H", "H", "H", "H"],
  "positions_angstrom": [[1.46620, -1.47457, 0.18245], [-2.48400, -4.98241, 4.93497], [-1.67571, -4.42878, 3.50280], [-0.41245, -3.87608, 3.60324], [0.18830, -3.43616, 2.43999], [1.77353, -2.68028, 2.51616], [-0.39640, -3.51795, 1.17525], [0.19886, -3.07678, 0.07461], [-1.67865, -4.07940, 1.13895], [-2.49446, -4.16399, -0.39170], [-2.31711, -4.53268, 2.27675], [0.08188, -3.77782, 4.55826], [-3.30937, -4.95456, 2.20956], [3.15352, -3.80064, -1.25534], [4.06085, -2.90166, -0.77386], [3.72973, -1.90032, -0.01033], [4.86204, -1.16141, 0.34962], [4.87211, -0.07069, 1.21075], [6.07657, 0.55586, 1.46930], [7.26385, 0.10614, 0.88528], [7.26652, -0.98853, 0.03921], [6.05256, -1.61311, -0.21623], [5.74098, -3.02865, -1.18536], [2.30179, -3.92095, -0.71369], [3.51737, -4.65564, -1.64550], [3.95162, 0.27755, 1.66321], [6.10119, 1.40594, 2.13737], [8.19388, 0.61205, 1.10289], [8.18710, -1.34600, -0.40018], [-0.08215, -0.90231, -4.67509], [-0.50015, -2.01039, -3.71661], [0.23007, -3.31455, -4.05320], [-2.00644, -2.23108, -3.79902], [-0.25544, -1.57799, -2.31479], [1.13549, -1.38806, -2.00643], [-0.35024, -1.17974, -5.69423], [0.99800, -0.73567, -4.67154], [-0.58331, 0.03841, -4.43903], [-0.06168, -3.66892, -5.04172], [-0.01848, -4.09502, -3.32963], [1.31608, -3.19093, -4.07826], [-2.29785, -2.47457, -4.82042], [-2.54630, -1.33264, -3.49537], [-2.31854, -3.05372, -3.15339], [-0.55689, -2.31914, -1.68145], [1.43457, -0.52019, -2.44234], [1.70539, -2.14166, -2.39787], [-1.11988, 1.03296, 0.05178], [-1.01723, 1.48626, -1.39629], [-2.49801, 2.61466, -2.05529], [-3.99518, 1.44112, -1.63100], [-3.90612, 0.06211, -1.80291], [-5.01540, -0.75168, -1.60829], [-6.22920, -0.19164, -1.23991], [-6.33286, 1.18361, -1.08157], [-5.22560, 1.99520, -1.28351], [-2.52728, 3.82637, -0.52443], [-1.76850, 4.98756, -0.65244], [-1.64985, 5.87874, 0.40664], [-2.29911, 5.62163, 1.60501], [-3.07549, 4.47693, 1.73717], [-3.19190, 3.58639, 0.67774], [0.45577, 0.54296, 0.80465], [1.52886, 1.96838, 0.54891], [2.72161, 1.83867, -0.15442], [3.50848, 2.95247, -0.41708], [3.10052, 4.20190, 0.02266], [1.90039, 4.34373, 0.71097], [1.11343, 3.23560, 0.97094], [0.08580, 0.41362, 2.56621], [-0.96977, -0.42555, 2.93183], [-1.28226, -0.61435, 4.26782], [-0.53632, 0.02514, 5.24944], [0.51911, 0.85185, 4.89221], [0.83114, 1.04965, 3.55430], [-1.80661, 0.19306, 0.15726], [-1.48688, 1.82898, 0.70616], [-0.92759, 0.62289, -2.05432], [-0.13131, 2.10822, -1.55987], [-2.96970, -0.39615, -2.10380], [-4.92862, -1.82154, -1.74894], [-7.09425, -0.82262, -1.08557], [-7.28051, 1.62768, -0.80688], [-5.32708, 3.06777, -1.16073], [-1.26547, 5.20414, -1.58865], [-1.06280, 6.78063, 0.28832], [-2.21951, 6.32067, 2.42740], [-3.60047, 4.28132, 2.66346], [-3.81243, 2.70501, 0.78976], [3.05446, 0.86176, -0.49067], [4.43966, 2.84033, -0.95608], [3.71383, 5.07079, -0.17504], [1.56901, 5.32081, 1.03504], [0.16902, 3.36594, 1.48859], [-1.54682, -0.94711, 2.17542], [-2.10259, -1.26437, 4.54226], [-0.77883, -0.12189, 6.29327], [1.10061, 1.34929, 5.65663], [1.65538, 1.69979, 3.28777]],
  "forces_ev_per_a": [[0.48, 0.54, -0.03], [0.06, 0.04, -0.07], [-0.10, -0.07, 0.10], [0.03, 0.00, -0.11], [0.31, 0.08, 0.11], [-0.19, -0.18, 0.31], [0.15, 0.18, -0.47], [-0.68, -0.59, 0.39], [-0.23, -0.03, -0.06], [0.07, 0.00, 0.10], [0.01, 0.00, -0.02], [0.01, 0.00, 0.01], [0.00, -0.01, 0.01], [-0.04, -0.02, -0.03], [-0.15, -0.13, 0.10], [0.29, 0.15, -0.15], [-0.20, -0.04, 0.03], [0.06, 0.01, 0.06], [0.06, -0.01, -0.01], [-0.06, 0.00, 0.00], [-0.04, 0.02, 0.01], [0.14, -0.01, 0.01], [0.09, -0.02, -0.03], [0.02, 0.04, -0.03], [-0.01, 0.02, -0.01], [0.04, -0.06, 0.03], [0.00, 0.01, 0.01], [0.01, 0.01, 0.01], [0.01, -0.02, -0.02], [0.02, 0.04, -0.03], [-0.04, -0.08, 0.11], [0.02, 0.00, 0.02], [-0.04, 0.05, -0.07], [0.20, -0.20, -0.14], [-0.14, 0.04, -0.31], [-0.01, 0.01, -0.01], [0.01, 0.00, 0.03], [-0.01, -0.01, 0.03], [-0.02, 0.01, -0.01], [-0.01, 0.01, 0.01], [0.01, -0.01, 0.00], [0.01, -0.04, -0.01], [0.13, -0.22, -0.27], [0.01, -0.01, 0.03], [-0.05, 0.08, 0.01], [-0.02, 0.01, 0.10], [0.03, 0.06, 0.01], [-0.14, -0.01, -0.02], [0.21, 0.04, 0.02], [-0.07, -0.03, -0.07], [-0.06, 0.05, 0.04], [0.04, 0.02, 0.06], [0.05, 0.07, 0.00], [-0.02, -0.01, 0.00], [0.01, -0.01, -0.01], [-0.05, -0.05, 0.00], [-0.05, 0.08, 0.01], [0.03, 0.00, 0.05], [0.01, -0.02, -0.02], [-0.02, 0.00, 0.01], [0.01, 0.01, -0.03], [0.02, 0.03, 0.02], [0.27, -0.28, 0.03], [-0.06, 0.18, 0.04], [0.01, -0.01, -0.06], [-0.02, 0.01, 0.05], [-0.01, -0.01, -0.01], [-0.01, -0.01, -0.02], [0.00, -0.01, -0.04], [-0.13, 0.00, 0.00], [-0.03, 0.01, 0.02], [0.03, 0.04, 0.01], [-0.01, -0.02, -0.01], [0.01, 0.01, -0.03], [0.07, -0.01, 0.03], [-0.10, -0.04, -0.05], [-0.04, 0.01, -0.06], [-0.02, -0.01, -0.01], [-0.02, 0.00, 0.06], [-0.09, 0.20, 0.29], [0.01, -0.03, 0.01], [-0.01, 0.00, 0.00], [-0.01, 0.00, 0.01], [0.01, -0.01, -0.03], [-0.01, -0.01, -0.01], [0.00, 0.01, 0.00], [0.01, 0.00, 0.00], [0.00, 0.00, 0.01], [0.05, 0.00, 0.02], [-0.09, 0.06, -0.03], [0.01, -0.01, -0.01], [0.00, 0.01, -0.01], [0.01, 0.02, 0.02], [0.00, -0.02, 0.03], [-0.01, 0.02, -0.01], [-0.01, -0.01, 0.00], [0.00, 0.00, 0.01], [0.00, 0.01, 0.01], [-0.01, 0.00, -0.03]],
  "charge": 1,
  "multiplicity": 3,
  "gap_ev": [8.50, 6.05],
  "lumo_ev": [-1.9, -4.3],
  "total_energy_ha": -6442.83582
}


{
  "formula": "C4H8O2",
  "method": "ωB97M-V/def2-TZVPD",
  "symbols": ["C", "C", "C", "O", "C", "O", "H", "H", "H", "H", "H", "H", "H", "H"],
  "positions_angstrom": [[-1.67564, 0.16580, 0.15922], [-0.29744, -0.29956, 0.64812], [0.51048, -1.07940, -0.38744], [1.07439, -0.04049, -1.16581], [1.39571, 0.97065, -0.24585], [0.56341, 0.81464, 0.88974], [-2.39130, 0.20650, 0.98477], [-1.59754, 1.17075, -0.26493], [-2.08725, -0.49256, -0.61212], [-0.37763, -0.85315, 1.59047], [1.30053, -1.67480, 0.09748], [-0.08671, -1.72148, -1.03940], [2.44647, 0.89641, 0.08156], [1.22253, 1.93670, -0.73582]],
  "forces_ev_per_a": [[-0.05, 0.02, 0.02], [-0.11, -0.19, -0.04], [-0.11, -0.22, 0.10], [0.01, 0.04, -0.03], [0.27, 0.31, -0.06], [0.04, 0.00, 0.02], [0.09, 0.05, -0.10], [0.02, -0.16, 0.02], [0.08, 0.01, 0.14], [0.00, 0.08, -0.17], [-0.13, 0.08, -0.06], [0.08, 0.12, 0.11], [-0.19, -0.02, -0.04], [0.02, -0.12, 0.10]],
  "charge": 0,
  "smiles": "C[C@H]1COCO1",
  "multiplicity": 1,
  "gap_ev": 10.78,
  "lumo_ev": 1.0,
  "total_energy_ha": -307.66053
}


Look up the multiplicity of the first one.
1